The following is a quantum chemistry calculation of the ion C3H7O2 with charge -1 in a non-equilibrium geometry, from the OMol25 dataset.

Geometry as XYZ:
```
12
Properties=species:S:1:pos:R:3:forces:R:3
O 1.164855 0.289196 1.672381 0.7 0.3 0.4
C 1.191245 -0.637906 0.712672 -2.0 0.7 0.8
C 0.413000 -0.013422 -0.609868 0.4 -2.1 1.8
C -0.980955 0.234608 -0.055571 -0.6 -0.9 -0.3
O -1.838996 1.035950 -0.893252 -0.5 -0.1 -0.3
H 2.158423 -1.151853 0.603862 0.6 0.3 -1.1
H 0.548461 -1.537130 1.057463 0.0 0.2 -0.8
H 0.386927 -0.812910 -1.374986 -0.1 0.6 -0.2
H 0.864689 0.908989 -0.940543 0.5 0.2 -0.1
H -1.484128 -0.750133 0.038533 0.1 0.4 -0.4
H -1.016428 0.588818 0.968440 0.7 0.6 0.0
H -1.407093 1.845793 -1.179133 0.3 -0.2 0.3
```
Positions in Å, forces in eV/Å.

- F_max: 2.83 eV/Å
- LUMO energy: 4.018 eV
- Relative energy (zero: lowest compared OMol25 entry of this formula, charge and spin): 261.8 kJ/mol
- HOMO-LUMO gap: 6.102 eV
- Total charge: -1


The following is a quantum chemistry calculation of a structure of composition C3H7O2Rh in a non-equilibrium geometry, from the OMol25 dataset.

Geometry as XYZ:
```
13
Properties=species:S:1:pos:R:3:forces:R:3
C -1.785558 0.736380 -0.623947 -1.0 0.7 -0.4
O -0.457590 0.391825 -0.238823 0.3 0.3 -0.4
C -0.333813 -0.609365 0.704868 -4.4 1.7 1.5
C 0.761298 -1.362122 0.766112 6.9 -0.9 0.5
H -1.784704 1.813904 -0.819584 -0.1 -0.2 0.1
H -2.069947 0.207197 -1.544238 0.1 0.0 0.4
H -2.488487 0.503075 0.186889 0.3 0.1 -0.3
H -1.105071 -0.552555 1.480030 0.2 -0.1 -0.3
H 0.909793 -2.120806 -0.007740 0.3 -0.4 0.4
Rh 1.245806 0.428403 -1.501277 0.5 0.2 -0.2
O 2.584712 0.379516 -0.134646 0.7 0.1 -0.9
H 1.925048 -0.838778 1.155708 -3.6 -2.1 -0.7
H 2.598507 1.023326 0.576649 0.0 0.6 0.2
```
Positions in Å, forces in eV/Å.

- Multiplicity: 6
- F_max: 6.95 eV/Å
- LUMO energy (alpha / beta): -5.384 / -6.903 eV
- Relative energy (zero: lowest compared OMol25 entry of this formula, charge and spin): 56.2 kJ/mol
- Expectation value of S²: 8.762
- HOMO-LUMO gap (alpha / beta): 6.311 / 8.553 eV
- Total charge: +1


The following is a quantum chemistry calculation of a cluster of 2 separate species, C3H7O2S in total in a non-equilibrium geometry, from the OMol25 dataset.

Geometry as XYZ:
```
13
Properties=species:S:1:pos:R:3:forces:R:3
C 0.164081 0.516445 1.685309 -2.2 -1.1 -1.9
C -0.628951 -0.842008 1.631765 1.7 -0.7 0.0
S -1.538539 -1.219965 0.066798 -0.9 -0.1 1.8
H -0.512748 1.362524 1.669063 -0.4 0.1 -0.6
H 0.895344 0.639333 0.907174 0.3 -0.1 -0.3
H 0.540673 0.583269 2.630015 1.7 0.0 2.6
H 0.142386 -1.743903 1.856688 -2.0 2.0 -0.3
H -1.420898 -0.751037 2.391584 0.4 -0.6 -0.1
H -0.528308 -1.052800 -0.708837 1.3 0.5 -1.2
O 1.918519 0.914763 -3.449429 -2.0 -0.1 1.3
C 0.737066 0.648482 -3.033401 1.7 0.6 1.1
O 0.122568 0.804531 -1.928701 1.4 0.3 -0.6
H 0.108805 0.140362 -3.718030 -1.0 -0.9 -1.8
```
Positions in Å, forces in eV/Å.

- F_max: 3.14 eV/Å
- LUMO energy: 3.415 eV
- Relative energy (zero: lowest compared OMol25 entry of this formula, charge and spin): 116.7 kJ/mol
- HOMO-LUMO gap: 7.367 eV
- Total charge: -1


The following is a quantum chemistry calculation of a structure of composition C3H7O2S in a non-equilibrium geometry, from the OMol25 dataset.

Geometry as XYZ:
```
13
Properties=species:S:1:pos:R:3:forces:R:3
C 1.522755 -0.185407 0.912866 0.1 -0.6 -1.4
C 0.742220 -0.870902 -0.238144 3.1 0.4 -2.9
S -0.724562 -1.755615 0.405217 0.4 0.3 -0.8
H 2.160911 -0.976150 1.354166 0.1 0.9 0.2
H 2.050403 0.757877 0.504150 -0.7 -1.6 1.1
H 0.655762 -0.013924 1.529677 0.4 1.0 1.0
H 1.629739 -1.588526 -0.942617 -3.0 1.8 2.0
H 0.443483 0.034485 -0.914508 -0.1 -2.3 1.0
H -1.520098 -0.821622 -0.225397 0.1 -0.7 0.2
O -0.804299 2.089521 -0.089104 -2.9 -2.0 -1.6
C -1.769451 1.355958 -0.624004 3.9 2.0 1.4
O -1.630656 0.450513 -1.471742 -0.6 0.4 -0.2
H -2.756206 1.523790 -0.200560 -0.8 0.2 0.2
```
Positions in Å, forces in eV/Å.

- F_max: 4.63 eV/Å
- LUMO energy: 3.571 eV
- Relative energy (zero: lowest compared OMol25 entry of this formula, charge and spin): 181.3 kJ/mol
- HOMO-LUMO gap: 8.161 eV
- Total charge: -1


Results for E: -268.9403, -378.9488, -667.1988, -667.1742 (in Eh, following the order of the records).